Density functional theory data (ωB97M-V with the def2-TZVPD basis set) for a single C5H4N2 molecule.

Computed properties:
HOMO level	-8.6822	eV
energy relative to the best compared isomer or geometry (same formula, charge and spin)	66.6	kcal/mol
SMILES	C#Cc1cn[nH]c1
frontier orbital gap	0.351	Eh

Structure (ORCA input):
```
! RIJCOSX wB97M-V def2-TZVPD def2/J DEFGRID3
* xyz 0 1
C -1.9014 1.6103 -0.5899
C -1.4080 0.5256 -0.7784
C -0.4169 -0.4395 -0.4216
C -0.0915 -0.4038 0.9192
N 1.2178 -0.6668 1.0050
N 1.7854 -0.9116 -0.1922
C 0.7959 -0.7961 -1.0624
H -2.0477 2.6267 -0.3221
H -0.7165 -0.1349 1.7587
H 1.7982 -0.4583 1.8004
H 0.9847 -0.9517 -2.1168
*
```

Okay, here come the Mulliken numbers, in e, for every atom: C -0.2552; C -0.3283; C 0.3381; C -0.4148; N 0.2168; N -0.7204; C -0.3408; H 0.3619; H 0.4710; H 0.2415; H 0.4300

***

Density functional theory data (ωB97M-V with the def2-TZVPD basis set) for 2 unconnected molecules or ions with the total composition C9H8O4 in a non-equilibrium geometry.

Computed properties:
HOMO level (alpha / beta)	-10.1731 / -9.0844	eV
energy relative to the best compared isomer or geometry (same formula, charge and spin)	230.3	kcal/mol
frontier orbital gap (alpha / beta)	0.303 / 0.236	Eh

Structure (ORCA input):
```
! RIJCOSX wB97M-V def2-TZVPD def2/J DEFGRID3
* xyz 0 1
C -1.7951 -2.4186 -1.4831
C 1.1250 3.0754 0.4232
C -1.8155 -1.2792 -1.8701
C 0.7178 1.9491 0.1880
C 1.2692 -0.3325 -0.3325
C -0.9864 0.1372 0.7488
C 3.5275 -0.9230 -0.5971
C -3.2209 0.7065 1.0831
C 0.2832 0.6729 0.1882
O 0.9274 -1.2607 -1.0077
O -1.1189 -0.9751 1.1557
O 2.5734 -0.1048 0.0351
O -1.9530 1.1126 0.6295
H -1.3627 -3.0835 -0.7874
H 1.5508 3.9703 0.3317
H 3.0352 -1.6926 -1.2374
H 4.1266 -1.3112 0.2644
H 4.1095 -0.1220 -1.3054
H -3.5219 1.0326 2.1506
H -3.3803 -0.4014 0.8919
H -4.0908 1.2477 0.5307
*
```

Okay, here come the Mulliken numbers, in e, for every atom: C -0.1262; C -0.4568; C -0.1945; C -0.3438; C 0.6915; C 0.5949; C -0.6001; C -0.6602; C 0.3001; O -0.4989; O -0.5025; O -0.2951; O -0.3102; H 0.3274; H 0.5244; H 0.3265; H 0.2233; H 0.1993; H 0.2604; H 0.3024; H 0.2381

***

Density functional theory data (ωB97M-V with the def2-TZVPD basis set) for 2 unconnected molecules or ions with the total composition C3H7NO2 in a non-equilibrium geometry.

Computed properties:
HOMO level	-9.1331	eV
energy relative to the best compared isomer or geometry (same formula, charge and spin)	43.1	kcal/mol
SMILES	C=CO.NC=O
frontier orbital gap	0.360	Eh

Structure (ORCA input):
```
! RIJCOSX wB97M-V def2-TZVPD def2/J DEFGRID3
* xyz 0 1
C -0.1034 -1.7566 -1.4033
C 1.0951 -1.3001 -1.1010
O 2.1057 -2.1249 -0.6769
H -0.3878 -2.8034 -1.4056
H -0.7733 -1.0687 -1.8866
H 1.2561 -0.2339 -0.9724
H 2.9135 -1.5949 -0.6612
C -1.4407 1.6245 0.9146
N -0.6147 2.0282 1.9000
O -1.6368 2.2691 -0.0985
H -2.0537 0.7168 1.0241
H 0.0084 2.7875 1.6795
H -0.3684 1.4563 2.6874
*
```

Okay, here come the Mulliken numbers, in e, for every atom: C -0.7538; C 0.1083; O -0.4766; H 0.2605; H 0.2728; H 0.2444; H 0.3448; C 0.1030; N -0.3719; O -0.5520; H 0.3625; H 0.2383; H 0.2197

***

Density functional theory data (ωB97M-V with the def2-TZVPD basis set) for a single C11H14IN molecule in a non-equilibrium geometry.

Computed properties:
HOMO level	-6.8758	eV
energy relative to the best compared isomer or geometry (same formula, charge and spin)	50.2	kcal/mol
SMILES	C\C=C(C)/C=c1/c(C)c[nH]/c1=C\I
frontier orbital gap	0.250	Eh

Structure (ORCA input):
```
! RIJCOSX wB97M-V def2-TZVPD def2/J DEFGRID3
* xyz 0 1
C 0.5681 -0.6491 0.5557
C -1.0212 0.2063 -1.9569
C -2.4086 1.2494 1.1508
C -0.5127 0.2035 0.5314
C -1.2903 0.6192 1.6548
C -1.2785 0.6199 -0.7008
C 1.7609 -0.1314 -1.4652
C 1.5370 -1.0431 -0.5133
C -0.9785 0.3217 3.1127
C 1.7336 1.3774 -1.2677
C 1.7783 -2.5318 -0.4815
N -2.4058 1.2689 -0.2188
I -2.2482 0.8664 -3.5493
H 0.8828 -1.1779 1.4652
H -0.2439 -0.5563 -2.1243
H -3.1787 1.6329 1.6976
H 2.3262 -0.5596 -2.2217
H 0.0401 0.2397 3.1419
H -1.2318 -0.6649 3.4051
H -1.5522 1.0871 3.7424
H 1.2138 1.8043 -2.0441
H 2.8329 1.7735 -1.2142
H 1.0381 1.5665 -0.4675
H 2.2988 -2.8565 -1.3614
H 0.9588 -3.0806 -0.2189
H 2.5942 -2.7453 0.1890
H -3.2133 1.1597 -0.8411
*
```

Okay, here come the Mulliken numbers, in e, for every atom: C -0.3178; C -0.7936; C -0.7588; C 0.8770; C 0.2414; C -0.1342; C -1.1628; C 1.0566; C -1.4379; C -1.0869; C -1.8362; N -0.1533; I -0.0126; H 0.2858; H 0.5341; H 0.5549; H 0.5597; H 0.4117; H 0.3412; H 0.3199; H 0.3958; H 0.2864; H 0.3230; H 0.4190; H 0.4415; H 0.4355; H 0.2106

***

Density functional theory data (ωB97M-V with the def2-TZVPD basis set) for 16 unconnected molecules or ions with the total composition C16H64N32O16 in a non-equilibrium geometry.

Computed properties:
HOMO level	-9.3160	eV
energy relative to the best compared isomer or geometry (same formula, charge and spin)	309.7	kcal/mol
frontier orbital gap	0.346	Eh

Structure (ORCA input):
```
! RIJCOSX wB97M-V def2-TZVPD def2/J DEFGRID3
* xyz 0 1
C 2.5453 -2.3914 -5.1985
O 1.5933 -2.9094 -5.7947
N 3.7429 -2.6611 -5.5333
N 2.5276 -1.5941 -4.1528
H 4.4295 -2.1369 -5.0101
H 3.9921 -3.4183 -6.1535
H 1.6785 -1.4194 -3.6345
H 3.4317 -1.3429 -3.7791
C 2.7652 6.2744 2.0602
O 1.8293 7.0674 1.9393
N 2.7423 5.0257 1.6143
N 3.9650 6.4694 2.6345
H 1.9467 4.6987 1.0849
H 3.5943 4.4862 1.5583
H 4.2660 7.4271 2.7453
H 4.6585 5.7584 2.4513
C 3.0976 -6.3141 -0.2105
O 1.9380 -5.9000 -0.0848
N 3.7481 -7.0374 0.6094
N 3.8036 -5.8517 -1.2674
H 4.7478 -6.8947 0.5909
H 3.1402 -7.3357 1.3588
H 4.6909 -6.2962 -1.4548
H 3.3902 -5.1329 -1.8441
C 1.6290 -4.6411 4.4924
O 1.7134 -5.8240 4.4464
N 2.4536 -3.7538 3.9622
N 0.7210 -4.0484 5.2058
H 3.3350 -4.0880 3.5994
H 2.1491 -2.7949 4.0505
H -0.1838 -4.4925 5.1418
H 0.6290 -3.0682 4.9802
C -5.7102 -1.4544 3.7439
O -6.7699 -1.8220 3.2987
N -4.5848 -1.6386 3.1950
N -5.4638 -0.8849 4.9617
H -4.6250 -2.1699 2.3369
H -3.6944 -1.3043 3.5348
H -6.1959 -0.5249 5.5571
H -4.5158 -0.7844 5.2954
C 4.9739 1.7944 -3.4241
O 5.6132 0.7948 -3.2190
N 4.0847 2.2479 -2.6118
N 4.9908 2.4760 -4.5549
H 3.4771 3.0120 -2.8707
H 3.7587 1.6975 -1.8302
H 4.2503 3.1463 -4.7047
H 5.6267 2.0939 -5.2403
C -1.1496 1.0251 5.1716
O -0.1820 0.3320 4.9242
N -2.1090 1.0165 6.0499
N -1.4605 2.0221 4.4813
H -1.8797 0.4761 6.8718
H -2.9112 1.6227 5.9551
H -2.4134 2.3567 4.4822
H -0.9445 2.1489 3.6223
C -4.1367 4.1210 -4.2636
O -5.3915 4.2668 -4.4091
N -3.6571 3.3399 -3.3391
N -3.2238 4.7831 -4.9748
H -2.6616 3.2188 -3.2190
H -4.2600 2.7431 -2.7908
H -3.6016 5.5228 -5.5493
H -2.2871 4.8332 -4.6004
C 6.7744 -2.0883 0.6464
O 6.8366 -2.5868 1.7266
N 7.7670 -1.8060 -0.1283
N 5.6967 -1.5888 0.1641
H 7.8367 -0.9448 -0.6513
H 8.5892 -2.1317 0.3596
H 4.8050 -1.6982 0.6255
H 5.7820 -0.9506 -0.6141
C -2.7544 -6.6239 1.6872
O -3.9140 -6.9198 1.8532
N -1.7613 -6.8778 2.4661
N -2.2902 -6.1251 0.5336
H -1.9190 -7.5966 3.1579
H -0.7918 -6.6781 2.2654
H -3.0503 -6.0567 -0.1280
H -1.3129 -6.0750 0.2836
C 0.6184 3.0376 -5.7561
O 0.4740 2.9240 -4.5149
N 0.9262 4.0879 -6.3737
N 0.4068 2.0599 -6.6091
H 1.1680 3.9950 -7.3500
H 0.9384 4.9080 -5.7844
H 0.5559 1.2009 -6.0991
H 0.0662 2.1612 -7.5545
C -7.1629 1.9976 -0.5209
O -5.9838 2.0029 -0.2338
N -7.7862 3.2083 -0.6319
N -7.8764 0.9252 -0.6301
H -7.1399 3.9092 -0.2985
H -8.6928 3.3621 -1.0497
H -8.8755 0.8506 -0.7584
H -7.2846 0.1079 -0.6730
C -2.5321 5.6262 0.9174
O -1.5689 4.9042 1.1128
N -2.5013 6.9445 1.0056
N -3.7515 5.2205 0.9067
H -1.5486 7.2789 0.9808
H -3.3283 7.4514 0.7240
H -3.9460 4.2677 0.6338
H -4.3932 5.9935 1.0104
C -5.6423 -3.1773 -1.9355
O -4.6367 -2.6624 -1.4767
N -5.9306 -3.4713 -3.1867
N -6.3893 -3.9865 -1.2845
H -6.7707 -4.0103 -3.3408
H -5.3080 -3.1982 -3.9336
H -6.8747 -4.8008 -1.6330
H -6.3780 -3.9952 -0.2747
C 6.4447 2.0789 3.3476
O 6.1190 3.1247 2.8443
N 5.6813 1.0429 3.5855
N 7.6345 1.8370 3.6862
H 4.7073 1.1526 3.3418
H 6.1099 0.3347 4.1642
H 8.1093 2.7134 3.8492
H 7.7921 0.9214 4.0823
C -0.1479 -0.1190 -0.1045
O 0.9240 0.2324 0.3161
N -1.0999 0.6568 -0.5461
N -0.6160 -1.3284 0.0689
H -0.7704 1.6069 -0.4519
H -2.0749 0.3950 -0.5134
H -1.6071 -1.3965 -0.1135
H -0.0084 -1.9973 0.5198
*
```

Atom charges from the Mulliken analysis, given in e for atoms 1 to 99: C 0.7858; O -0.7154; N -0.3527; N -0.2592; H 0.1161; H 0.2092; H 0.1318; H 0.0863; C 0.6047; O -0.6594; N -0.3032; N -0.3803; H 0.1766; H 0.1513; H 0.2392; H 0.1848; C 0.6813; O -0.6811; N -0.4118; N -0.4410; H 0.2202; H 0.2699; H 0.1601; H 0.1897; C 0.6674; O -0.6417; N -0.3120; N -0.4489; H 0.1740; H 0.1354; H 0.2703; H 0.1615; C 0.7040; O -0.6520; N -0.2864; N -0.3696; H 0.1507; H 0.1106; H 0.1948; H 0.1442; C 0.7295; O -0.6640; N -0.3173; N -0.4645; H 0.1705; H 0.1780; H 0.1525; H 0.2231; C 0.7075; O -0.6796; N -0.3854; N -0.3671; H 0.2167; H 0.1684; H 0.1538; H 0.1889; C 0.6720; O -0.7313; N -0.2756; N -0.3832; H 0.1285; H 0.1613; H 0.2373; H 0.1874; C 0.7010; O -0.6625; N -0.4738; N -0.2783; H 0.2296; H 0.2334; H 0.1492; H 0.0945; C 0.6516; O -0.6731; N -0.3256; N -0.3526; H 0.2073; H 0.1522; H 0.1755; H 0.1744; C 0.7393; O -0.6932; N -0.4228; N -0.4682; H 0.1835; H 0.2487; H 0.2152; H 0.1913; C 0.7061; O -0.6694; N -0.4255; N -0.3825; H 0.2161; H 0.1679; H 0.1581; H 0.2268; C 0.6628; O -0.6511; N -0.4670

***

Density functional theory data (ωB97M-V with the def2-TZVPD basis set) for a molecular structure, C7H19BNO9P3S2W.

Computed properties:
HOMO level	-16.1662	eV
energy relative to the best compared isomer or geometry (same formula, charge and spin)	13.7	kcal/mol
frontier orbital gap	0.270	Eh

Structure (ORCA input):
```
! RIJCOSX wB97M-V def2-TZVPD def2/J DEFGRID3
* xyz 2 1
W 1.5356 -0.2042 -0.9534
O 0.4233 -0.5303 2.8447
P 0.0775 0.6892 1.9461
O -1.0569 1.5348 2.2634
O 0.2245 0.1668 0.5007
O 1.5058 1.5940 2.1011
P 2.4881 2.2283 1.0724
O 3.0146 -0.8507 -0.1194
O 2.0792 1.7256 -0.3052
O 1.9393 0.1187 -2.5364
H 0.0808 -0.5216 3.7513
H 3.8147 -1.3250 -0.3925
C -5.2723 2.7702 -2.7803
C -3.9441 2.6001 -3.4640
C -3.7254 3.4578 -4.6778
O -2.8721 3.0515 -2.4548
P -2.0157 2.1693 -1.5560
S -2.7007 0.3572 -1.0065
S -1.0046 0.5905 -2.3746
O -1.1876 3.0251 -0.5988
C -1.8004 4.2621 0.1172
C -0.7072 4.7305 1.0347
C -3.0680 3.8395 0.8057
H -6.0577 2.4550 -3.4679
H -5.4443 3.8152 -2.5241
H -5.3525 2.1545 -1.8841
H -3.7188 1.5514 -3.6635
H -3.8837 4.5096 -4.4427
H -4.4506 3.1645 -5.4376
H -2.7280 3.3232 -5.0926
H -1.9766 4.9610 -0.6979
H -0.5347 4.0009 1.8259
H -1.0262 5.6644 1.4991
H 0.2101 4.9351 0.4816
H -2.8702 3.0601 1.5394
H -3.8338 3.5125 0.0968
H -3.4801 4.7078 1.3224
B -0.6657 -4.1512 -1.8027
C 0.1756 -2.9680 -1.4966
N 0.6941 -1.9128 -1.3003
H -0.8326 -4.8726 -0.8665
H -1.5798 -3.2752 -1.7642
H -0.5104 -4.5593 -2.9106
*
```

Okay, here come the Mulliken numbers, in e, for every atom: W 1.6132; O -0.3834; P 0.4688; O -0.4906; O 0.0741; O -0.1358; P 0.3424; O -0.6496; O -0.3292; O -0.4384; H 0.3767; H 0.3700; C -1.2630; C 0.5567; C -1.4360; O -0.1571; P 0.9017; S -0.0401; S -0.2472; O -0.2298; C 0.5401; C -1.3454; C -1.0697; H 0.4476; H 0.3313; H 0.2823; H 0.3766; H 0.3442; H 0.4438; H 0.3675; H 0.3625; H 0.2188; H 0.4625; H 0.3245; H 0.2428; H 0.3226; H 0.4347; B -0.0099; C 0.4643; N -0.4482; H 0.0005; H 0.0035; H -0.0002

***

Repeat the fourth record exactly.
Density functional theory data (ωB97M-V with the def2-TZVPD basis set) for a single C11H14IN molecule in a non-equilibrium geometry.

Computed properties:
HOMO level	-6.8758	eV
energy relative to the best compared isomer or geometry (same formula, charge and spin)	50.2	kcal/mol
SMILES	C\C=C(C)/C=c1/c(C)c[nH]/c1=C\I
frontier orbital gap	0.250	Eh

Structure (ORCA input):
```
! RIJCOSX wB97M-V def2-TZVPD def2/J DEFGRID3
* xyz 0 1
C 0.5681 -0.6491 0.5557
C -1.0212 0.2063 -1.9569
C -2.4086 1.2494 1.1508
C -0.5127 0.2035 0.5314
C -1.2903 0.6192 1.6548
C -1.2785 0.6199 -0.7008
C 1.7609 -0.1314 -1.4652
C 1.5370 -1.0431 -0.5133
C -0.9785 0.3217 3.1127
C 1.7336 1.3774 -1.2677
C 1.7783 -2.5318 -0.4815
N -2.4058 1.2689 -0.2188
I -2.2482 0.8664 -3.5493
H 0.8828 -1.1779 1.4652
H -0.2439 -0.5563 -2.1243
H -3.1787 1.6329 1.6976
H 2.3262 -0.5596 -2.2217
H 0.0401 0.2397 3.1419
H -1.2318 -0.6649 3.4051
H -1.5522 1.0871 3.7424
H 1.2138 1.8043 -2.0441
H 2.8329 1.7735 -1.2142
H 1.0381 1.5665 -0.4675
H 2.2988 -2.8565 -1.3614
H 0.9588 -3.0806 -0.2189
H 2.5942 -2.7453 0.1890
H -3.2133 1.1597 -0.8411
*
```

Okay, here come the Mulliken numbers, in e, for every atom: C -0.3178; C -0.7936; C -0.7588; C 0.8770; C 0.2414; C -0.1342; C -1.1628; C 1.0566; C -1.4379; C -1.0869; C -1.8362; N -0.1533; I -0.0126; H 0.2858; H 0.5341; H 0.5549; H 0.5597; H 0.4117; H 0.3412; H 0.3199; H 0.3958; H 0.2864; H 0.3230; H 0.4190; H 0.4415; H 0.4355; H 0.2106

***

Please write out number 6 again, unchanged.
Density functional theory data (ωB97M-V with the def2-TZVPD basis set) for a molecular structure, C7H19BNO9P3S2W.

Computed properties:
HOMO level	-16.1662	eV
energy relative to the best compared isomer or geometry (same formula, charge and spin)	13.7	kcal/mol
frontier orbital gap	0.270	Eh

Structure (ORCA input):
```
! RIJCOSX wB97M-V def2-TZVPD def2/J DEFGRID3
* xyz 2 1
W 1.5356 -0.2042 -0.9534
O 0.4233 -0.5303 2.8447
P 0.0775 0.6892 1.9461
O -1.0569 1.5348 2.2634
O 0.2245 0.1668 0.5007
O 1.5058 1.5940 2.1011
P 2.4881 2.2283 1.0724
O 3.0146 -0.8507 -0.1194
O 2.0792 1.7256 -0.3052
O 1.9393 0.1187 -2.5364
H 0.0808 -0.5216 3.7513
H 3.8147 -1.3250 -0.3925
C -5.2723 2.7702 -2.7803
C -3.9441 2.6001 -3.4640
C -3.7254 3.4578 -4.6778
O -2.8721 3.0515 -2.4548
P -2.0157 2.1693 -1.5560
S -2.7007 0.3572 -1.0065
S -1.0046 0.5905 -2.3746
O -1.1876 3.0251 -0.5988
C -1.8004 4.2621 0.1172
C -0.7072 4.7305 1.0347
C -3.0680 3.8395 0.8057
H -6.0577 2.4550 -3.4679
H -5.4443 3.8152 -2.5241
H -5.3525 2.1545 -1.8841
H -3.7188 1.5514 -3.6635
H -3.8837 4.5096 -4.4427
H -4.4506 3.1645 -5.4376
H -2.7280 3.3232 -5.0926
H -1.9766 4.9610 -0.6979
H -0.5347 4.0009 1.8259
H -1.0262 5.6644 1.4991
H 0.2101 4.9351 0.4816
H -2.8702 3.0601 1.5394
H -3.8338 3.5125 0.0968
H -3.4801 4.7078 1.3224
B -0.6657 -4.1512 -1.8027
C 0.1756 -2.9680 -1.4966
N 0.6941 -1.9128 -1.3003
H -0.8326 -4.8726 -0.8665
H -1.5798 -3.2752 -1.7642
H -0.5104 -4.5593 -2.9106
*
```

Okay, here come the Mulliken numbers, in e, for every atom: W 1.6132; O -0.3834; P 0.4688; O -0.4906; O 0.0741; O -0.1358; P 0.3424; O -0.6496; O -0.3292; O -0.4384; H 0.3767; H 0.3700; C -1.2630; C 0.5567; C -1.4360; O -0.1571; P 0.9017; S -0.0401; S -0.2472; O -0.2298; C 0.5401; C -1.3454; C -1.0697; H 0.4476; H 0.3313; H 0.2823; H 0.3766; H 0.3442; H 0.4438; H 0.3675; H 0.3625; H 0.2188; H 0.4625; H 0.3245; H 0.2428; H 0.3226; H 0.4347; B -0.0099; C 0.4643; N -0.4482; H 0.0005; H 0.0035; H -0.0002

***

Which value of energy relative to the best compared isomer or geometry (same formula, charge and spin) does entry 6 give?
13.7 kcal/mol